Below is the ion C6H11N with charge +1 at a distorted geometry, with properties calculated with ωB97M-V/def2-TZVPD.

ORCA input file:
```
! RIJCOSX wB97M-V def2-TZVPD def2/J DEFGRID3
* xyz 1 2
H 2.449 -0.681 0.185
C -1.829 -1.983 -0.648
H -2.250 1.276 -0.050
H -2.858 -0.435 -1.270
H -1.816 -0.013 1.195
H 2.875 2.333 0.420
N -1.946 -0.566 -0.984
H -2.475 -2.517 0.113
H 0.637 0.653 1.921
H -1.871 -2.454 -1.605
H 0.031 0.114 -1.091
C 3.155 1.399 0.386
C -0.126 0.370 -0.034
C -1.637 0.359 0.098
H 4.223 1.187 0.143
C 2.210 0.400 0.588
H -0.786 -2.240 -0.450
C 0.806 0.578 0.840
*
```

Highest occupied orbital energy (spin up / spin down)   -14.1 / -13.5 eV
⟨S²⟩   0.7690
Calculated total energy   -289.5236 hartree
Kohn-Sham gap (spin up / spin down)   10.07 / 4.87 eV
Relative energy (zero: lowest compared OMol25 entry of this formula, charge and spin)   91.0 kcal/mol
Strongest force on any atom   6.47 eV/A

---

Below is a structure of composition C41H38AsN2O10P2PbS2, with properties calculated with ωB97M-V/def2-TZVPD.

ORCA input file:
```
! RIJCOSX wB97M-V def2-TZVPD def2/J DEFGRID3
* xyz 1 1
P 2.972 -0.636 0.830
H -6.328 0.635 3.098
C 0.385 -0.813 6.862
C 0.022 -3.154 2.135
C 3.660 1.107 4.075
C 6.799 0.759 1.432
C -4.408 1.548 3.353
O -1.031 -1.636 -3.467
O -4.660 -2.130 -0.547
C 1.035 -2.396 2.716
H 3.278 2.987 5.095
C -4.918 -0.072 1.648
H 5.031 1.541 0.515
C 1.317 -5.139 2.547
H -3.999 -0.189 -2.325
C -0.019 1.472 6.236
As -3.368 -1.168 -0.401
C 0.621 -1.138 5.535
H -0.509 2.120 -4.537
S 5.068 3.506 3.596
C 5.337 -1.559 1.863
H 3.230 5.058 3.805
C -0.882 -0.400 -3.703
C -2.725 0.842 1.799
N -1.085 3.444 -6.776
H -0.863 -2.684 1.725
H 3.070 4.092 2.313
H 1.429 -6.213 2.478
C -1.404 2.031 -6.484
H -2.874 -0.650 -7.889
P 0.900 -0.633 2.866
H -4.711 2.156 4.194
O -0.425 2.094 1.993
C 2.441 2.321 -2.659
O -1.488 3.905 -7.822
C -3.104 1.620 2.887
C 0.552 -0.149 4.551
C 2.079 1.847 -0.327
C 5.478 0.692 1.018
H 2.309 2.971 -3.513
H 2.978 -2.407 3.658
H -0.113 0.740 8.250
O -1.823 -1.834 -0.280
H 7.368 1.662 1.262
O -0.356 0.361 -2.836
C 4.731 -0.460 1.251
H 3.215 -4.859 3.517
H 4.527 0.520 3.764
C -1.302 0.177 -5.005
H 0.848 -2.161 5.273
C 2.767 1.349 2.871
C 3.270 0.278 -1.705
H 3.345 1.843 2.093
S -1.048 0.996 1.322
C 2.325 -4.378 3.132
C -1.017 1.510 -5.268
C -1.966 -0.602 -5.946
C -2.072 1.281 -7.436
C 6.658 -1.491 2.278
C 3.769 4.598 2.978
O -0.436 4.053 -5.948
H 3.523 0.827 -3.758
H 1.942 2.019 3.115
C 2.189 -3.006 3.215
C 3.119 1.116 -2.797
H 7.124 -2.346 2.750
H -2.390 2.284 3.351
C -2.354 -0.048 -7.157
C -3.623 -0.010 1.151
C 2.758 0.640 -0.453
H -2.173 -1.639 -5.717
H 3.125 0.526 4.833
C 4.125 2.419 4.702
H -2.358 1.739 -8.372
H 1.650 2.144 0.620
C -5.310 0.699 2.736
C 0.217 1.161 4.909
H 0.441 -1.585 7.618
O -0.868 0.853 -0.085
C 0.175 -4.531 2.050
H 3.793 -0.667 -1.823
H 4.781 2.204 5.544
C 0.071 0.489 7.214
H 4.774 -2.475 1.999
O -3.244 -0.031 -1.739
Pb 0.022 -1.375 -1.379
H -5.615 -0.745 1.163
H 8.418 -0.270 2.390
H -0.276 2.487 6.509
H 4.268 5.386 2.416
C 1.921 2.681 -1.426
H 1.378 3.611 -1.319
H -0.604 -5.126 1.592
N 2.225 0.094 2.273
O -0.434 -0.363 1.988
C 7.386 -0.326 2.069
H 0.136 1.934 4.160
*
```

Highest occupied orbital energy   -10.9 eV
Calculated total energy   -6354.6305 hartree
Kohn-Sham gap   8.14 eV
Relative energy (zero: lowest compared OMol25 entry of this formula, charge and spin)   0.0 kcal/mol
Strongest force on any atom   0.21 eV/A

---

Below is a cluster of 2 separate species, C16H24BrI2NO4P in total at a distorted geometry, with properties calculated with ωB97M-V/def2-TZVPD.

ORCA input file:
```
! RIJCOSX wB97M-V def2-TZVPD def2/J DEFGRID3
* xyz 1 1
I -2.652 0.957 -0.982
H 5.204 -1.964 1.793
I 1.803 -2.365 -1.062
H -3.359 -3.183 1.162
H -3.966 3.034 -6.033
H -3.217 0.661 -7.011
C 2.003 0.250 0.496
C -4.071 2.544 -5.065
C 1.484 1.260 1.300
H -1.962 1.088 2.848
H -2.623 -0.529 -5.837
H -4.355 -0.151 -5.912
C -0.170 -0.928 0.737
H 3.397 -0.103 -1.065
C -1.550 -2.817 1.776
O -2.279 1.281 -4.142
O -4.120 1.061 1.514
H 5.318 -0.509 0.065
C -1.095 -2.077 0.482
H -1.995 -1.756 -0.033
C -3.148 1.355 -4.987
H -2.312 -0.602 2.633
Br 3.801 2.378 3.301
C -0.609 0.141 1.527
H -5.105 2.222 -4.935
H 0.446 3.854 2.006
H -0.110 1.913 2.366
H -3.819 3.253 -4.280
O -2.956 -2.783 1.940
H 4.260 -0.613 3.602
P 2.367 2.864 1.705
H 3.579 1.412 -0.241
C 3.630 -1.245 2.986
O 1.184 3.592 2.575
C -3.349 0.263 -6.004
H -0.648 -2.829 -0.150
H 3.648 -2.222 1.073
H 4.987 0.509 1.430
C 4.242 -1.489 1.606
H 3.588 -2.206 3.498
C -3.064 0.755 1.121
C -1.988 0.287 2.108
C 3.387 0.348 -0.082
H -1.161 -3.833 1.806
C 4.542 -0.231 0.775
C 1.135 -0.833 0.219
H -1.158 -2.296 2.645
N 0.230 1.158 1.779
H 2.606 -0.876 2.949
*
```

Highest occupied orbital energy   -11.9 eV
Calculated total energy   -4490.3465 hartree
Kohn-Sham gap   7.62 eV
Strongest force on any atom   1.35 eV/A

---

Question: The lowest strongest force on any atom belongs to which entry?
Answer: C41H38AsN2O10P2PbS2

---

Question: Which of these has the lowest strongest force on any atom?
Answer: C41H38AsN2O10P2PbS2